12
Properties=species:S:1:pos:R:3 method="wB97M-V/def2-TZVPD" e_tot_ev=-6655.04827 orbital_gap_ev=9.89 smiles="[H]/N=N/N(C)C" homo_ev=-8.797 de_lowest_ev=2.908
H -2.0017 -0.5765 0.5566
H 0.4759 1.8298 0.9753
H -0.3832 1.7712 -0.6787
N -0.0328 -0.1370 0.2123
H -0.7960 -2.1143 0.3885
C -1.0685 -1.0846 0.0550
N 2.2174 0.1377 -0.4870
H -1.1865 -1.2309 -1.0215
C -0.2560 1.2820 0.3204
N 1.2038 -0.6050 -0.3904
H 2.9839 -0.5228 -0.8198
H -1.1563 1.2504 0.8893


48
Properties=species:S:1:pos:R:3 method="wB97M-V/def2-TZVPD" e_tot_ev=-28672.94977 orbital_gap_ev=9.90 total_charge=+1 homo_ev=-12.679 de_lowest_ev=4.027
H 0.0001 4.2096 -2.1087
H 0.5231 2.1391 -0.1668
C 1.6226 0.3313 0.3025
H 2.3147 -2.7367 3.6502
H -2.0647 -1.2976 -2.3536
O -2.5781 0.6964 1.1309
H -3.1336 2.2673 -1.8471
O 0.6450 -2.4424 -1.1569
H 1.6144 -1.4588 4.3043
H -0.3131 -2.4093 -1.1192
H 1.2293 0.6137 2.3570
H -3.4240 1.1532 1.2287
H -1.3262 -2.3134 0.9737
H -3.7244 0.8976 -2.4644
H 1.7552 -2.1567 1.2912
H -1.7822 0.6493 -3.5597
H -1.2470 2.1281 1.0260
C 1.6252 -1.9469 3.3245
H -1.4907 -2.2672 3.4849
O -0.4815 2.5867 1.4243
H 1.7646 1.7151 -1.1267
H 1.1245 2.5135 -3.3015
H -2.3948 0.4478 2.0506
H 1.9511 -0.2719 -0.5263
H 0.9846 -3.0069 -0.4592
O -2.9653 1.3594 -2.1002
C 1.5469 -0.0551 1.5629
H 3.1074 -1.4980 1.6635
H 4.6611 -0.1234 -0.4862
O -0.3869 3.3886 -1.7641
H 0.6955 -2.5032 3.2846
H -0.2686 1.9990 2.1566
O -1.4555 -3.2660 0.9900
H -2.8334 -0.6641 -1.2048
O -2.2611 -1.4079 -1.4208
C 2.0686 -1.3727 2.0093
H 2.0582 2.2156 0.5873
O -0.9606 0.3592 -3.9844
H -1.0294 3.8300 -1.1881
O -1.8681 -1.4257 3.2195
O 1.3149 1.7613 -2.7533
H 0.5576 1.1588 -2.8094
H -1.2495 -3.6760 0.1504
N 1.4805 1.7728 -0.1135
H -2.7904 -1.5338 2.9764
H 4.2974 -0.0492 -1.9929
O 4.0727 0.2917 -1.1217
H -0.9862 -0.6019 -4.0198


62
Properties=species:S:1:pos:R:3 method="wB97M-V/def2-TZVPD" e_tot_ev=-46101.36550 orbital_gap_ev=7.38 homo_ev=-7.508
O 5.4871 0.9740 1.1719
C -4.5590 2.5852 0.6964
H -1.0922 -0.7665 -2.9767
H 3.1486 0.2526 -3.1128
H 0.2045 -1.6792 0.2304
H 2.2213 1.7183 -0.6698
H 6.6088 1.4100 2.8280
C -0.6114 -3.6180 0.8723
H -5.3479 2.5763 1.4576
H 2.8311 -5.5713 2.6276
O -2.9607 -1.2853 0.7337
Cl 0.9451 1.6109 1.1316
N -1.3417 -2.3063 -1.1455
H 1.6252 -0.4610 -1.2070
H 0.5806 -3.0527 -0.8033
H -0.1428 -3.3123 1.8055
H 3.6984 0.0022 -0.0784
B -2.3838 -1.2658 2.0198
O -1.2898 -0.5505 2.3707
C 1.2696 -0.0783 -2.1637
H -3.6452 3.0018 1.1385
H -4.9884 0.9867 -0.6186
H 3.4465 2.5238 -1.7472
C 5.1551 1.5494 -0.0773
H -3.1072 -1.7657 3.7439
H -5.3639 5.3528 -0.8250
C -4.3170 1.1523 0.2241
C -1.7039 -0.9692 -1.1638
H -2.2155 1.5105 0.4872
C 1.0104 -5.4297 1.3085
H -0.0991 1.5003 -2.6093
H 6.3093 2.7676 1.7426
C -0.0446 0.6610 -1.9113
H -4.6134 0.4902 1.0358
H 1.1072 -0.8787 -2.8929
H -0.0683 1.0819 -0.9036
H -0.9689 -5.7346 0.8889
C -4.9287 4.7561 -0.0292
C 2.0035 -5.6056 1.9638
H -0.0236 -5.2342 -0.5254
H -1.6898 -3.6112 1.0312
C -2.8564 0.9494 -0.1957
H -3.8782 5.0444 0.0775
N -1.2714 -0.1638 -2.1819
H -2.7323 1.4084 -1.1713
H 4.5957 0.1040 -1.5790
C -0.1795 -5.0660 0.5389
C 6.5357 1.6965 1.7812
O -5.0039 3.3815 -0.3846
O -2.9684 -2.1555 2.8762
H 6.0654 1.6262 -0.6909
H 7.4847 1.4845 1.2768
H -1.3987 0.3878 2.5530
C -0.2075 -2.5930 -0.2061
C 3.0132 1.5709 -1.4326
C 2.3733 0.8766 -2.6633
C 4.1131 0.7061 -0.8033
N -2.4637 -0.4479 -0.2424
H 1.9863 1.6070 -3.3737
H 4.7778 2.5683 0.0743
H -5.4493 4.9332 0.9157
H -2.1305 -2.9255 -1.0097


12
Properties=species:S:1:pos:R:3 method="wB97M-V/def2-TZVPD" e_tot_ev=-7224.67821 orbital_gap_ev=9.49 smiles="NC1=CCN=C1" homo_ev=-8.483 de_lowest_ev=0.913
C 0.6152 -0.1227 0.1644
N -1.0553 -0.1772 -1.4380
H -0.3475 1.2342 1.5823
H -1.8826 1.5876 -0.6115
C -0.3522 0.6674 0.6609
H 0.6783 -1.2493 -1.7998
C -1.4989 0.6093 -0.2963
H 2.1515 -1.4038 0.4940
H 2.0325 -0.1704 1.6021
H -2.3435 0.0583 0.1417
N 1.8855 -0.4397 0.6378
C 0.1170 -0.5937 -1.1376


72
Properties=species:S:1:pos:R:3 method="wB97M-V/def2-TZVPD" e_tot_ev=-123983.13558 orbital_gap_ev=6.89 homo_ev=-7.672 de_lowest_ev=0.578
C 1.7216 3.1769 3.2266
H 2.8203 -1.8984 3.5026
H 4.6455 1.7606 0.7748
H 3.0430 3.7783 4.7861
N 1.6136 -2.7781 1.8162
H -3.1716 -1.5107 -4.0684
H 4.0046 5.6640 3.4973
H -2.4287 -0.6562 3.7613
H -1.3643 -4.0152 -4.0656
C 2.7105 3.9932 3.7787
C 1.2662 3.4233 1.9204
H 1.6119 -1.0463 -4.9008
C 0.2742 2.5318 1.2716
C 3.6432 0.2329 2.0160
B 1.9572 -1.5913 2.7277
H -1.6402 3.0584 -1.7341
C -4.4351 -0.5433 -1.4175
H -0.7299 -3.6586 -5.6724
C 0.5839 -1.1341 4.8838
C -2.4055 -0.9849 -4.6399
H 0.3836 -3.8505 -4.3076
C -1.6959 2.0451 -1.3332
H -0.0831 -4.1291 -0.4895
C 3.2390 5.0399 3.0526
Si -0.7118 -1.6374 -4.2722
H 2.4161 1.3642 -0.7707
O -2.5824 -0.3675 0.0267
N -0.5318 -1.0631 2.9879
C -3.5845 1.6695 -2.8320
C -4.7460 1.0320 -3.2161
C 1.8164 4.4925 1.2087
H -2.6300 -1.1037 -5.7042
H -3.2583 2.5604 -3.3590
C -1.3894 -0.8440 3.9811
N -1.7348 -2.5594 -1.1224
C -2.8066 1.2108 -1.7633
C -5.1643 -0.0842 -2.4964
H 4.2551 0.0429 2.8818
N 0.6874 -1.2354 3.5515
O -0.2266 1.5485 1.9756
C 2.7022 0.8775 0.1482
Se -0.2257 -1.3699 -2.0311
N -0.0089 2.7302 0.0144
C 2.2031 -3.9824 1.8007
H 0.5652 0.3817 -4.8983
C -0.7341 -0.8835 5.2110
H 3.0115 -4.1981 2.4789
O -2.5582 -2.9580 -1.8199
H 3.2026 6.1229 1.1895
N 1.8966 -0.0294 0.6946
H -2.4750 0.0733 -4.3868
H 1.4554 4.6674 0.2043
C -3.2424 0.0845 -1.0171
H 1.8110 -5.7696 0.5624
O 1.2619 2.1671 3.9932
C 2.7922 5.2989 1.7578
H 0.5821 1.6965 3.4537
C 0.6148 -3.9104 0.2999
Y -0.5068 -0.3506 0.7174
C 0.6159 -0.6785 -5.1522
C -0.5919 -3.4636 -4.6053
H -1.1531 -0.7465 6.1918
C 3.8291 1.0813 0.9447
N 0.6265 -2.7193 0.8921
C 1.5900 -4.7533 0.8365
N 2.4830 -0.4218 1.8559
N -0.8658 1.7200 -0.4204
H -6.0819 -0.5906 -2.7714
H 0.4802 -0.7739 -6.2332
H -4.7794 -1.3865 -0.8313
H -5.3284 1.4009 -4.0495
H 1.4560 -1.2501 5.5050


87
Properties=species:S:1:pos:R:3 method="wB97M-V/def2-TZVPD" e_tot_ev=-48208.84153 orbital_gap_ev=6.57 total_charge=+1 homo_ev=-10.888
H -25.1692 -31.2021 12.1034
H -27.6146 -28.0047 16.1752
H -24.3349 -27.0649 11.4711
C -22.3422 -27.1905 15.3646
Y -27.0928 -28.8646 13.0896
C -22.8744 -27.1085 8.6022
C -27.6371 -24.8592 9.4977
O -24.0036 -26.3245 8.3083
O -26.4424 -22.6917 12.2305
O -25.7993 -27.2121 14.2073
H -28.1452 -28.6220 9.4965
H -27.6098 -23.9576 12.7940
H -22.2672 -24.2313 14.1099
H -24.4451 -23.3106 10.7332
H -23.8293 -23.5080 13.7589
H -29.5438 -29.5002 15.0005
C -30.0906 -27.2259 12.2280
O -23.4378 -28.0750 15.6299
C -23.8310 -30.0132 12.8024
C -23.5061 -23.4972 10.2104
O -28.3880 -24.5305 12.9238
H -29.6644 -28.5733 7.1471
H -23.5595 -29.0052 12.4971
O -25.7324 -28.9845 8.7667
O -26.2162 -27.6350 11.2717
H -24.2316 -27.6951 15.2310
H -25.9780 -25.3413 13.4164
O -25.1981 -30.3035 12.4480
H -24.3223 -25.8692 13.5187
H -28.6666 -26.9366 15.3141
C -28.6231 -27.9243 15.7724
H -29.1251 -22.6562 13.4505
H -30.4280 -28.2551 12.3286
H -28.3371 -24.4522 8.7666
H -30.3146 -24.0034 13.6144
H -30.7937 -26.5551 12.7270
H -24.9317 -21.5289 13.0086
H -23.2404 -28.1180 8.8118
H -23.1551 -30.7464 12.3650
H -26.9117 -24.0605 9.6910
C -26.1899 -25.9309 17.8014
C -25.3079 -26.6386 11.7539
H -23.0817 -24.4204 10.6100
C -29.2685 -23.7040 13.7038
H -23.8589 -25.4496 8.6984
H -22.2559 -27.1575 7.7017
H -29.4050 -27.9911 16.5243
H -26.6715 -30.7423 9.5050
H -21.4474 -27.5244 15.8853
H -22.3258 -26.7616 9.4822
H -22.3807 -23.2020 12.7049
H -26.7943 -22.2635 11.4457
H -22.7261 -22.7558 10.3909
H -23.6880 -30.0827 13.8821
O -22.3396 -22.1894 14.4765
H -25.4042 -26.6885 17.7842
H -25.9867 -25.9725 15.8231
H -27.1037 -26.4476 18.1041
O -28.7917 -28.9497 14.7648
C -29.1117 -28.7285 8.9960
H -28.2325 -25.0885 10.3863
H -25.2671 -25.7649 11.0932
H -22.0945 -27.2409 14.3006
O -26.3963 -25.4010 16.4838
O -23.7018 -23.6490 8.7948
O -28.7475 -27.1556 12.7071
H -29.2759 -29.8115 8.9801
H -25.9376 -25.1271 18.4879
C -25.3358 -26.2182 13.2990
C -25.7284 -30.3581 9.0959
H -29.1436 -23.8561 14.7805
H -26.5285 -20.8208 13.1761
H -24.9561 -30.6009 9.8356
H -23.9266 -22.7689 8.4801
C -25.9778 -21.7618 13.2128
O -26.9930 -26.0183 9.0190
O -28.8823 -28.3330 7.6523
H -25.4663 -30.9502 8.2203
H -22.6652 -26.1987 15.6820
H -25.7453 -28.5085 9.6127
H -29.8967 -28.1061 9.4251
H -26.5566 -26.4213 9.7783
H -22.5964 -22.4389 15.3707
C -22.7520 -23.3310 13.7192
H -26.0810 -22.1761 14.2138
H -28.5217 -26.2117 12.8630
H -30.0940 -26.8341 11.2098


16
Properties=species:S:1:pos:R:3 method="wB97M-V/def2-TZVPD" e_tot_ev=-7392.70501 orbital_gap_ev=10.31 smiles="C=CC(C)(C)O" homo_ev=-9.346 de_lowest_ev=2.060
C 0.3742 -1.7234 1.0634
C -0.2789 -1.1648 0.0316
H -0.9921 1.3455 1.3300
C -0.1192 0.2628 -0.3068
H 1.5139 1.0918 0.8322
H -1.1186 -1.7088 -0.3836
H 2.0249 0.1501 -0.5761
H -0.2358 -0.8468 -2.3999
H 0.1418 -2.7205 1.4018
C 1.2768 0.8456 -0.2014
C -1.1920 1.1596 0.2759
H 1.0769 -1.1866 1.6792
H 1.3195 1.7594 -0.7937
H -2.1754 0.7078 0.1709
O -0.4147 -0.0741 -1.8536
H -1.2013 2.1024 -0.2700


35
Properties=species:S:1:pos:R:3 method="wB97M-V/def2-TZVPD" e_tot_ev=-28061.83380 orbital_gap_ev=10.55 total_charge=+1 homo_ev=-13.320 de_lowest_ev=0.669
H -0.3908 -3.3972 0.6310
H -2.6977 1.7609 1.8951
H -1.8141 1.5046 -3.6353
H -0.3721 3.2500 -3.8975
P -0.3938 1.3178 -0.4283
C 0.0694 2.3772 -3.3755
C 2.0191 -1.9667 1.4314
C -0.9652 1.3174 -2.9873
C -0.5348 -2.5409 -0.0899
H 2.9492 -1.8814 3.3519
H -2.2768 -1.3678 -0.2990
C 2.9089 -1.2246 2.4614
C -2.2895 2.3809 1.1822
H 3.8625 -1.1259 2.0673
H -2.9553 2.3809 0.3023
H 2.7473 0.9368 2.2076
O -0.2459 -1.3004 0.5357
H -2.1236 -2.4592 -1.6579
H 0.2460 0.8440 1.8729
H 0.7564 1.9267 -4.1528
O 0.9324 0.7858 -0.6629
N -0.9610 1.8383 0.9303
H 2.6365 -2.1105 0.4596
H -2.2063 3.3536 1.5853
H 0.0359 -2.8162 -0.9906
C 2.1586 0.1262 2.6951
O -1.2909 1.5887 -1.6915
H 1.7638 -2.9599 1.7444
C -1.9967 -2.3752 -0.5624
C 0.8595 -1.0113 1.2011
H 1.8216 0.2707 3.7839
N 0.9500 0.0159 1.9650
H 0.6955 2.5365 -2.5585
H -2.5373 -3.1349 -0.1080
H -0.5609 0.3157 -2.9024


16
Properties=species:S:1:pos:R:3 method="wB97M-V/def2-TZVPD" e_tot_ev=-7853.29669 orbital_gap_ev=9.12 smiles=C[C@]12C[C@H]1[C@H]1N[C@H]12 homo_ev=-8.030 de_lowest_ev=4.863
N -1.7441 -0.2295 -1.3529
C 0.4875 -0.1840 0.2207
H -2.4614 0.7201 0.4913
H 2.2790 0.0909 1.4106
H -0.2734 2.2340 0.3601
C -0.8967 -0.8192 0.1519
C -0.3033 1.2212 -0.0334
H 2.3768 -1.3005 0.3479
H 1.4304 -1.3921 1.8339
H -2.7385 -0.4717 -1.4929
C 0.7002 0.6714 -0.9749
H 0.4116 0.2704 -1.9356
C 1.6887 -0.7323 0.9961
H -1.1508 -1.6704 0.7879
C -1.5990 0.4194 -0.0874
H 1.6393 1.2158 -0.9295


9
Properties=species:S:1:pos:R:3 method="wB97M-V/def2-TZVPD" e_tot_ev=-23287.52217 orbital_gap_ev=8.29 smiles=CSOP homo_ev=-8.864 de_lowest_ev=2.716
H 0.3938 0.0874 2.0515
P 0.8466 0.8455 -2.1201
C -0.5265 -0.3031 1.7724
H -0.3811 0.5137 -2.7088
H 1.5685 -0.3129 -2.7653
H -1.3608 0.4653 1.7979
S -0.4241 -0.8097 0.0691
O 0.6058 0.7254 -0.5572
H -0.7221 -1.2117 2.4604


102
Properties=species:S:1:pos:R:3 method="wB97M-V/def2-TZVPD" e_tot_ev=-106723.08614 s2=3.75 orbital_gap_ev="8.54 / 10.28" spin_multiplicity=4 homo_ev="-8.177 / -9.911"
H -34.5294 -11.0284 23.2608
H -36.7854 -13.8303 22.7767
H -39.8576 -12.0803 24.6284
H -31.5185 -11.4949 26.4435
O -36.5910 -11.8540 24.5602
H -37.8782 -7.8275 30.7822
H -36.8312 -13.6229 25.4228
C -35.2629 -15.7288 27.4195
O -36.2633 -10.6758 26.9084
H -37.3850 -8.3018 25.0501
N -34.2978 -12.1288 30.2342
H -41.5108 -12.4580 30.1732
C -32.9603 -7.8139 27.7667
H -32.6149 -7.7337 31.3511
H -33.5179 -11.1310 26.4265
O -33.4148 -11.6702 27.2140
H -36.7182 -9.8504 26.6509
C -35.9177 -13.8374 23.4365
H -34.4672 -5.9259 31.8774
C -39.4175 -11.7453 26.8104
H -35.1326 -13.0409 25.2835
H -34.7706 -8.6237 27.1004
H -40.5617 -12.1884 31.7004
O -36.0289 -13.5340 28.2203
C -37.0916 -7.4559 25.6718
S -32.8471 -12.2790 30.7687
F -32.2428 -10.9689 30.0130
H -36.8731 -8.3535 29.3829
C -37.6809 -8.6228 30.0633
H -32.6429 -13.5071 25.3666
H -35.5594 -14.8566 23.5813
O -42.7719 -10.5662 31.3414
H -35.4837 -7.0705 30.9758
O -38.1866 -6.6497 25.8511
H -36.4008 -9.9650 31.1517
H -34.7805 -15.3570 26.5156
O -33.3648 -8.3231 31.2418
O -32.0478 -13.2955 30.1560
H -36.5181 -11.4171 25.4119
C -39.6429 -11.2918 25.3497
O -37.1681 -10.9323 29.6305
H -32.0826 -9.1132 23.6056
H -37.9102 -10.8587 29.0261
H -31.6706 -12.2578 28.0637
H -32.3214 -8.6687 27.5448
H -38.0832 -10.4164 31.4185
H -35.7553 -15.1104 29.4434
H -34.4266 -9.3124 23.1379
H -37.9709 -10.5996 27.1694
H -31.9176 -10.8367 23.9022
S -34.9238 -12.9675 31.5926
H -34.1369 -8.9567 29.8522
C -35.9330 -6.7347 24.9799
C -34.4053 -8.2299 28.0489
H -33.7466 -7.8072 33.2932
H -34.8267 -16.6359 27.8377
H -34.8822 -10.1479 25.3485
O -34.4669 -14.3464 31.7845
H -36.7925 -7.8719 26.6339
H -34.2798 -14.5291 28.9484
H -40.8411 -9.6959 31.2521
C -33.9730 -10.1694 23.6359
O -35.2574 -12.1692 32.7665
C -35.2783 -14.7085 28.5496
C -35.0788 -6.8246 31.9575
H -39.8982 -11.8107 30.0730
H -40.3336 -12.1284 27.2600
H -38.5639 -8.7128 29.4306
C -36.0984 -13.1276 24.7858
H -38.9499 -7.2252 25.9397
C -32.4780 -10.0926 23.3363
H -35.0394 -7.3472 25.0995
O -38.8765 -10.6423 27.4853
H -35.1406 -13.2836 22.9098
H -35.8561 -6.7046 32.7121
H -35.5762 -5.8510 25.5089
H -34.9481 -7.3608 28.4205
V -35.2213 -11.3721 28.5840
H -38.7306 -12.5915 26.7968
O -34.4241 -9.3166 29.0098
H -36.0722 -6.6048 23.9067
H -41.5751 -10.1004 29.7286
C -40.7914 -11.8288 30.6974
H -36.3049 -15.8969 27.1471
H -36.8828 -13.9249 28.0212
H -38.7334 -10.7538 25.0822
C -41.4625 -10.4424 30.7574
C -37.3841 -10.0163 30.6842
C -34.2485 -8.0283 32.3512
H -40.4054 -10.5267 25.2034
H -32.3467 -10.2157 22.2612
H -32.7146 -14.3540 26.9193
H -34.8416 -8.9351 32.4703
H -31.2168 -13.9894 26.1474
H -43.3212 -10.9554 30.6570
O -32.5116 -11.9066 32.1837
H -32.8213 -7.0930 26.9609
C -32.2007 -13.5716 26.3608
O -33.9651 -10.0791 25.0729
F -36.4232 -13.2627 31.0812
C -32.1054 -12.1682 27.0683
H -32.4806 -7.3700 28.6390